(1)
Molecular formula: C31H19F5GeMoO6S3
Method: DFT, ωB97M-V with the def2-TZVPD basis set

The geometry in XYZ format:
```
66
C31H19F5GeMoO6S3 (ωB97M-V with the def2-TZVPD basis set)
Mo -0.7751 -0.1465 1.0379
O 2.0960 -3.0632 0.7468
S 1.5665 -1.7599 0.9482
O 0.2420 -1.8091 1.7287
O 1.2790 -0.9014 -0.1967
C 2.7876 -0.8064 1.8292
C 3.9505 -1.4696 2.1573
C 5.0584 -0.7565 2.6144
C 5.0088 0.6155 2.7120
C 3.8331 1.2981 2.4033
C 2.7280 0.6006 1.9629
S 1.1958 1.5048 2.0599
O 1.4729 2.8290 2.4814
O 0.3876 1.4764 0.7516
O 0.3931 0.5943 2.9121
H 3.9930 -2.5412 2.0242
H 5.9632 -1.2879 2.8782
H 5.8739 1.1700 3.0508
H 3.7606 2.3688 2.5312
F -6.2016 0.6836 -2.8210
C -5.2551 0.0679 -2.1180
C -4.1421 0.7621 -1.6853
F -4.0539 2.0501 -1.9992
C -3.1727 0.1066 -0.9357
F -1.9293 2.0055 -0.4884
C -3.3223 -1.2449 -0.6330
S -2.0786 -1.9680 0.3555
C -4.4275 -1.9341 -1.0722
F -4.6130 -3.2193 -0.7656
C -5.3965 -1.2768 -1.8103
F -6.4828 -1.9232 -2.2140
C -2.0260 0.6963 -0.2699
Ge -2.4099 0.8198 2.7592
C -2.3858 -0.2422 4.3946
C -1.9577 -1.5693 4.3985
C -2.0137 -2.3331 5.5582
C -2.5017 -1.7782 6.7328
C -2.9432 -0.4620 6.7404
C -2.8873 0.2977 5.5797
C -4.2710 0.7011 2.1108
C -4.8269 -0.5697 1.9365
C -6.0977 -0.7360 1.4008
C -6.8452 0.3744 1.0263
C -6.3219 1.6453 1.2158
C -5.0485 1.8051 1.7552
C -1.9591 2.6800 3.1209
C -2.1637 3.6778 2.1645
C -1.8142 4.9969 2.4241
C -1.2493 5.3388 3.6440
C -1.0172 4.3556 4.5947
C -1.3589 3.0364 4.3300
H -1.5672 -2.0260 3.4963
H -1.6746 -3.3613 5.5419
H -2.5427 -2.3702 7.6386
H -3.3382 -0.0262 7.6498
H -3.2592 1.3156 5.6007
H -4.2602 -1.4514 2.2249
H -6.5056 -1.7325 1.2766
H -7.8345 0.2494 0.6034
H -6.9062 2.5176 0.9485
H -4.6730 2.8073 1.9081
H -2.5802 3.4328 1.1974
H -1.9758 5.7558 1.6686
H -0.9753 6.3667 3.8466
H -0.5573 4.6134 5.5407
H -1.1323 2.2757 5.0659
```

The value obtained for the electronic energy is -149203.48787 eV. For the frontier orbital gap (alpha / beta), the calculation gives 7.0 / 7.0 eV. The energy above the lowest of the compared OMol25 structures with the same formula, charge and spin comes out at 8.9 kcal/mol.

Atomic partial charges in e from the Löwdin method, atoms 1 to 2:
1 Mo 1.31
2 O -0.24


(2)
Molecular formula: C11H15N
Method: DFT, ωB97M-V with the def2-TZVPD basis set

The geometry in XYZ format:
```
27
C11H15N (ωB97M-V with the def2-TZVPD basis set)
C -0.6821 -2.6220 1.5375
C -2.0372 -1.9821 1.1617
H 0.1416 -2.0475 1.1163
H -0.4832 -2.4699 2.6095
H -0.7191 -3.6943 1.3792
H -1.8621 -0.9345 0.9479
H -2.7635 -2.0324 1.9651
H -2.2650 -2.4462 0.2010
C -0.4273 1.0537 2.0330
C 1.4194 1.3941 -1.2447
C 0.1941 1.0570 -0.5993
C 0.4658 1.2690 0.8443
C 1.6959 1.8124 0.9346
C 1.6522 1.0114 -2.5687
C 0.6652 0.2704 -3.1912
C -0.7826 0.3457 -1.2605
C -0.5512 0.0218 -2.6072
N 2.2706 1.9688 -0.3343
H 3.2461 2.1348 -0.5041
H 2.6508 1.2598 -2.9042
H 2.3521 1.8962 1.7875
H 0.8840 -0.0560 -4.1986
H -1.7537 0.1838 -0.8168
H -0.2021 0.0981 2.5010
H -1.4615 1.0434 1.6906
H -1.3591 -0.4725 -3.1303
H -0.2879 1.9370 2.6508
```

The value obtained for the electronic energy is -13139.89825 eV. As for the SMILES: Cc1c[nH]c2ccccc12.CC. For the frontier orbital gap, the calculation gives 8.8 eV. The energy above the lowest of the compared OMol25 structures with the same formula, charge and spin comes out at 20.6 kcal/mol.

Atomic partial charges in e from the Löwdin method, atoms 1 to 2:
1 C -0.16
2 C -0.16


(3)
Molecular formula: C16H17NO5S
Method: DFT, ωB97M-V with the def2-TZVPD basis set

The geometry in XYZ format:
```
40
C16H17NO5S (ωB97M-V with the def2-TZVPD basis set)
C 0.6282 1.7999 0.2122
N 1.2962 0.5213 0.2695
C 0.7352 -0.5787 -0.2711
O 1.2054 -1.7022 -0.2035
C -0.5412 -0.3925 -1.0403
C -1.6804 -1.0209 -0.6787
C -2.8386 -0.9536 -1.5160
C -4.0613 -1.5555 -1.1980
C -5.1284 -1.4586 -2.0609
C -4.9990 -0.7603 -3.2595
C -3.8056 -0.1579 -3.5965
C -2.7215 -0.2513 -2.7264
O -1.5660 0.3552 -3.0879
C -0.4471 0.3322 -2.3108
O 0.5351 0.9114 -2.7056
H -3.6860 0.3858 -4.5198
H -5.8401 -0.6899 -3.9320
H -6.0691 -1.9247 -1.8119
H -4.1476 -2.0950 -0.2671
H -1.7295 -1.5702 0.2505
C 2.6399 0.4070 0.8644
C 2.6078 -0.6238 1.9865
H 3.5994 -0.8501 2.3650
H 2.0815 -1.5307 1.7119
S 1.7291 0.2783 3.2878
O 0.3209 0.3383 3.0050
O 2.1170 -0.1643 4.5982
C 2.4932 1.9018 2.9105
C 3.1197 1.7163 1.5360
H 4.2014 1.6229 1.6463
H 2.9378 2.5697 0.8853
H 1.7172 2.6592 2.9527
H 3.2242 2.0903 3.6897
C 3.6229 0.0215 -0.2482
H 3.6097 0.7780 -1.0292
H 4.6321 -0.0721 0.1431
H 3.3295 -0.9290 -0.6832
H 1.1089 2.4647 -0.5096
H 0.5972 2.2571 1.1980
H -0.4026 1.6497 -0.0988
```

The value obtained for the electronic energy is -39430.83357 eV. As for the SMILES: CN(C(=O)c1cc2ccccc2oc1=O)[C@@]1(C)CCS(=O)(=O)C1. For the frontier orbital gap, the calculation gives 8.7 eV. The energy above the lowest of the compared OMol25 structures with the same formula, charge and spin comes out at 0.0 kcal/mol.

Atomic partial charges in e from the Löwdin method, atoms 1 to 2:
1 C -0.02
2 N -0.02


(4)
Molecular formula: C23H34N9O2ReS
Method: DFT, ωB97M-V with the def2-TZVPD basis set

The geometry in XYZ format:
```
70
C23H34N9O2ReS (ωB97M-V with the def2-TZVPD basis set)
Re 0.2258 -0.0667 -0.7338
S 2.5455 0.0799 -0.8554
C 2.6880 1.7895 -1.0870
N 3.9032 2.3619 -1.3117
N 4.9837 1.8547 -0.7901
C 5.1677 1.4527 0.5564
C 4.2628 1.8259 1.5402
C 4.4734 1.4005 2.8404
C 5.5804 0.6211 3.1594
C 6.4915 0.2771 2.1683
C 6.2904 0.6934 0.8634
N 1.6557 2.6368 -1.0887
N 0.4662 2.0552 -1.1032
C -0.6023 2.9863 -1.0535
C -1.8234 2.5974 -1.6003
C -2.9147 3.4523 -1.5650
C -2.7948 4.7069 -0.9811
C -1.5665 5.1069 -0.4633
C -0.4686 4.2598 -0.5037
H 5.8041 1.9347 -1.3756
H 3.4167 2.4549 1.2906
H 3.7775 1.6970 3.6145
H 5.7379 0.2918 4.1782
H 7.3624 -0.3179 2.4114
H 6.9946 0.4257 0.0823
H -1.8785 1.6453 -2.1143
H -3.8547 3.1479 -2.0125
H -3.6463 5.3739 -0.9458
H -1.4594 6.0932 -0.0283
H 0.4895 4.5623 -0.1051
N -2.0025 -0.2217 -0.0623
C -2.2583 0.4636 1.2219
C -3.5190 0.0052 1.9751
C -3.9275 -1.4755 1.8670
C -3.2344 -2.4228 2.8439
N -1.7747 -2.3007 2.8194
C -0.9697 -2.7802 1.8903
N -1.4087 -3.6631 0.9758
N 0.2825 -2.3346 1.8233
C -0.9473 0.4347 2.0039
O -0.8772 0.2795 3.2170
O 0.0731 0.6021 1.2337
H -2.6068 0.1382 -0.7914
H -2.1751 -1.2178 0.0102
H -2.3824 1.5171 0.9662
H -4.3517 0.6017 1.6014
H -3.3899 0.2747 3.0248
H -3.8061 -1.8376 0.8409
H -4.9961 -1.5515 2.0748
H -3.5377 -3.4563 2.6739
H -3.5279 -2.1800 3.8631
H -1.4249 -1.4768 3.3096
H -2.2935 -4.1187 1.1148
H -0.7450 -4.1364 0.3858
H 0.5780 -1.5725 2.4183
H 0.8952 -2.6063 1.0740
C -0.3181 -3.5547 -2.6534
C -0.4210 -2.0926 -3.0747
C 0.6000 -1.7761 -4.1670
C -1.8354 -1.7715 -3.5552
N -0.1235 -1.2540 -1.9208
H -0.3957 -4.2094 -3.5245
H -1.1287 -3.8075 -1.9615
H 0.6441 -3.7394 -2.1700
H 0.3454 -2.3060 -5.0871
H 1.6028 -2.0748 -3.8522
H 0.6152 -0.7029 -4.3675
H -2.0689 -2.3398 -4.4581
H -1.9244 -0.7064 -3.7833
H -2.5717 -2.0298 -2.7867
```

The value obtained for the electronic energy is -54868.24950 eV. As for the total charge: +1. For the frontier orbital gap (alpha / beta), the calculation gives 6.9 / 5.9 eV. The energy above the lowest of the compared OMol25 structures with the same formula, charge and spin comes out at 0.0 kcal/mol. Its expectation value of S² is 3.7790. The multiplicity is 4.

Atomic partial charges in e from the Löwdin method, atoms 1 to 2:
1 Re 1.18
2 S 0.63


(5)
Molecular formula: C33H34BF3N2O9
Method: DFT, ωB97M-V with the def2-TZVPD basis set

The geometry in XYZ format:
```
82
C33H34BF3N2O9 (ωB97M-V with the def2-TZVPD basis set)
C 4.5901 2.6038 -3.1901
C 4.6340 1.5557 -4.3765
B 3.5029 0.4066 -4.2993
O 3.2345 -0.3018 -5.5088
C 2.7053 -0.0162 -2.9684
C 3.3207 -1.1105 -2.1549
C 2.6868 -1.5912 -0.9249
C 1.3833 -0.9543 -0.5513
C 0.7374 -1.5204 0.7661
C -0.1552 -2.6729 0.6015
C -0.7362 -3.2464 1.8464
C -0.3865 -2.5825 3.1266
C 0.5305 -1.4375 3.0465
N 1.0821 -0.8844 1.9239
C 0.7819 0.1244 -1.3429
C 1.4480 0.6420 -2.5886
C 0.7827 1.8000 -3.3591
O 1.3558 2.6573 -4.0009
C -0.7881 1.8835 -3.2517
C -1.6550 2.4578 -4.2901
C -1.0967 3.0126 -5.6374
C -0.8529 1.9020 -6.7462
F -1.6566 0.7509 -6.5694
C -3.1166 2.5290 -4.0769
C -3.7720 2.0430 -2.8424
N -5.2362 2.1981 -2.7112
C -5.8553 1.0099 -2.1815
O -5.4812 -0.0990 -2.3329
F -7.0348 1.2186 -1.4638
C -5.3919 3.3370 -1.7941
O -5.4459 4.4550 -2.1729
F -5.4308 3.1532 -0.4153
C -2.9063 1.4293 -1.8142
C -1.4664 1.3627 -2.0264
C -0.5757 0.7525 -0.9073
O -0.9818 0.7995 0.2359
H 3.6237 3.1735 -3.2198
H 5.4046 3.3734 -3.3628
H 4.7126 2.1539 -2.1673
H 5.6795 1.1043 -4.3709
H 4.5567 2.1151 -5.3552
H 4.0920 -0.3399 -5.9806
H 4.2967 -1.5463 -2.4934
H 3.1214 -2.3916 -0.2658
H -0.3800 -3.1479 -0.3913
H -1.4024 -4.1396 1.8586
H -0.7944 -2.9750 4.0856
H 0.8128 -0.9583 4.0273
H -1.9041 3.6882 -6.0589
H -0.1929 3.6722 -5.5279
H 0.2421 1.6543 -6.8840
H -1.1726 2.3607 -7.7292
H -3.8043 2.9823 -4.8391
H -3.3330 1.0153 -0.8593
O -3.3716 -3.2210 3.9560
C -4.0569 -2.2401 4.1019
O -3.6001 -1.0401 3.7076
C -4.4015 0.1465 3.6421
C -4.4364 0.8577 4.9792
C -5.3862 -2.3212 4.8080
H -5.3996 -0.0746 3.2588
H -3.9238 0.7927 2.9037
H -4.8979 0.2392 5.7512
H -4.9976 1.7907 4.9031
H -3.4227 1.0829 5.3167
H -5.2263 -2.2382 5.8825
H -5.8335 -3.2901 4.5858
H -6.1030 -1.5710 4.4807
O 3.8427 -3.1447 2.1256
C 4.1677 -2.7132 3.2015
O 4.6017 -1.4459 3.3135
C 4.8120 -0.7756 4.5615
C 6.1982 -1.0545 5.1058
C 4.1857 -3.6023 4.4182
H 4.0240 -1.0207 5.2763
H 4.7163 0.2909 4.3511
H 6.3397 -2.1154 5.3197
H 6.3704 -0.4911 6.0248
H 6.9580 -0.7743 4.3734
H 5.1377 -4.1305 4.4616
H 3.3771 -4.3273 4.3242
H 4.0134 -3.0712 5.3521
```

The value obtained for the electronic energy is -65006.69289 eV. As for the SMILES: CCB(O)c1ccc(-c2ccccn2)c2c1C(=O)c1c(CCF)cc(N(C(=O)F)C(=O)F)cc1C2=O.CCOC(C)=O.CCOC(C)=O. For the frontier orbital gap, the calculation gives 7.7 eV.

Atomic partial charges in e from the Löwdin method, atoms 1 to 2:
1 C -0.13
2 C -0.16


(6)
Molecular formula: C21H54N15O10
Method: DFT, ωB97M-V with the def2-TZVPD basis set

The geometry in XYZ format:
```
100
C21H54N15O10 (ωB97M-V with the def2-TZVPD basis set)
C -1.3761 4.3312 -2.4372
C -1.6527 3.4677 -3.6738
C -2.1788 2.0793 -3.3780
O -1.9052 1.1584 -4.1431
O -2.9763 1.9419 -2.2979
C -2.8320 0.7134 -1.5717
C -1.8456 0.8442 -0.4096
C -0.9080 -0.3682 -0.3018
C -0.0115 -0.5463 -1.5472
C 1.4467 -0.0535 -1.4642
C 1.5939 1.3994 -1.9828
C 2.2858 -0.9503 -2.3996
N 2.0241 -0.1892 -0.1005
O 2.4681 -1.3663 0.1550
C 1.2023 0.3296 1.0166
C 1.0457 1.8525 0.9962
C 1.9479 -0.0043 2.3298
C -0.1571 -0.3725 1.0426
H -2.2350 4.9347 -2.1626
H -1.0729 3.7309 -1.5836
H -0.5476 5.0006 -2.6556
H -2.4238 3.9703 -4.2604
H -0.7705 3.3597 -4.2915
H -3.8195 0.4821 -1.1803
H -2.5639 -0.1076 -2.2294
H -2.3934 0.9329 0.5264
H -1.2941 1.7716 -0.5474
H -1.5767 -1.2323 -0.2788
H -0.0316 -1.5912 -1.8440
H -0.4752 0.0030 -2.3648
H 2.0417 1.3898 -2.9719
H 2.2716 1.9705 -1.3547
H 0.6373 1.9054 -2.0803
H 2.0864 -0.6863 -3.4342
H 3.3461 -0.8593 -2.1856
H 1.9999 -1.9925 -2.2867
H 0.6327 2.2491 0.0756
H 1.9889 2.3411 1.2303
H 0.3522 2.1158 1.7927
H 3.0101 0.1676 2.1859
H 1.5942 0.6850 3.0919
H 1.7586 -1.0268 2.6284
H 0.0237 -1.4091 1.3244
H -0.7837 0.0931 1.7975
C 4.7284 -1.8727 4.4236
O 4.9622 -0.7961 3.8912
N 3.9536 -2.8239 3.8091
N 5.1987 -2.2276 5.6479
H 3.7461 -3.7125 4.2239
H 3.5927 -2.6059 2.8990
H 5.7683 -1.5575 6.1272
H 5.0043 -3.1256 6.0822
C 3.1152 -4.2712 8.1714
O 4.0493 -4.1828 7.3829
N 2.6048 -5.4717 8.5633
N 2.5196 -3.1811 8.7226
H 1.8486 -5.5477 9.2177
H 3.0348 -6.3009 8.2013
H 2.8686 -2.2807 8.4533
H 1.7779 -3.2438 9.3975
C 3.3323 -5.5955 -0.6110
O 3.9348 -6.6532 -0.5500
N 2.0288 -5.5197 -1.0321
N 3.8921 -4.3991 -0.2686
H 1.5171 -4.6601 -1.0886
H 1.5817 -6.3764 -1.2949
H 4.8436 -4.4083 0.0451
H 3.3992 -3.5248 -0.3139
C -5.5462 0.6372 -6.2539
O -5.1420 -0.3374 -6.8690
N -4.8440 1.2149 -5.2343
N -6.7367 1.2462 -6.5349
H -5.1705 2.0232 -4.7378
H -3.9623 0.8087 -4.9727
H -7.2784 0.8699 -7.2880
H -7.0640 2.0609 -6.0483
C -6.5362 5.2509 -6.6007
O -6.4421 4.2126 -5.9670
N -7.2999 6.3014 -6.1761
N -5.8823 5.4358 -7.7848
H -7.3902 7.1611 -6.6818
H -7.7895 6.1911 -5.3088
H -5.3195 4.6759 -8.1186
H -5.9414 6.2762 -8.3261
C 1.0336 -5.7196 12.0534
O 1.1843 -4.6252 11.5334
N 0.3549 -6.7393 11.4402
N 1.5279 -6.0084 13.2910
H 0.2211 -7.6419 11.8536
H -0.0482 -6.5538 10.5421
H 2.0301 -5.2813 13.7643
H 1.4161 -6.8965 13.7400
C 0.8474 5.8434 -6.0147
O 0.6721 5.6753 -4.8203
N 0.2601 5.0485 -6.9608
N 1.6480 6.8398 -6.5017
H 0.3954 5.1671 -7.9459
H -0.3299 4.3054 -6.6367
H 2.0941 7.4364 -5.8316
H 1.8090 6.9950 -7.4777
```

The value obtained for the electronic energy is -65485.61242 eV. For the frontier orbital gap (alpha / beta), the calculation gives 8.6 / 9.3 eV. Its expectation value of S² is 0.7541. The multiplicity is 2.

Atomic partial charges in e from the Löwdin method, atoms 1 to 2:
1 C -0.07
2 C -0.13


(7)
Molecular formula: C10H15NS
Method: DFT, ωB97M-V with the def2-TZVPD basis set

The geometry in XYZ format:
```
27
C10H15NS (ωB97M-V with the def2-TZVPD basis set)
C -1.7168 1.8506 -1.6683
C -2.6235 0.8997 -1.8931
C -0.2661 0.9471 -0.1845
C -0.4882 -0.3062 -0.6803
C 2.0238 1.0330 0.7458
C 0.3439 2.6782 1.6322
C -0.8493 -2.3507 0.6549
C 0.7244 -2.4068 -1.4176
C 0.4650 1.2660 1.0927
C 0.1958 -1.6924 -0.2516
N -0.6618 1.9455 -1.0482
S -1.5665 -0.6052 -2.1209
H -3.6305 0.9488 -2.4653
H 2.0700 0.1659 0.0587
H 2.4315 0.8870 1.6591
H 2.2567 2.0502 0.2676
H 0.5052 3.2875 0.8166
H 1.1076 2.7297 2.4625
H -0.5885 2.8244 2.2691
H -1.6956 -2.8220 0.0709
H -1.2066 -1.6717 1.3725
H -0.4591 -3.1153 1.4047
H 0.0283 -3.2245 -1.5234
H 1.7815 -2.8154 -1.3187
H 0.7052 -1.7466 -2.3537
H 0.1448 0.6308 1.9657
H 0.9690 -1.3877 0.4526
```

The value obtained for the electronic energy is -22933.71409 eV. As for the SMILES: CC(C)C1=C(C(C)C)SC=C=N1. For the frontier orbital gap (alpha / beta), the calculation gives 7.2 / 7.2 eV. The energy above the lowest of the compared OMol25 structures with the same formula, charge and spin comes out at 107.3 kcal/mol.

Atomic partial charges in e from the Löwdin method, atoms 1 to 2:
1 C -0.18
2 C -0.33


(8)
Molecular formula: C7H17BrINO6P2STi
Method: DFT, ωB97M-V with the def2-TZVPD basis set

The geometry in XYZ format:
```
37
C7H17BrINO6P2STi (ωB97M-V with the def2-TZVPD basis set)
C -0.2246 -1.5546 -4.4538
C -0.4171 0.0203 -4.3034
C -1.8221 0.3152 -3.6560
C -1.6464 0.9070 -2.2123
O -1.6520 -0.1282 -1.2050
C -1.5987 0.5187 0.0514
I -3.6816 0.7481 0.7122
O -0.8693 -0.3627 0.9001
C -0.0651 0.3343 1.8413
O -0.7893 1.4328 2.3687
C 0.1784 -0.6759 2.9920
N 1.2095 -1.6984 2.5649
P 0.4931 0.0926 4.7104
O 1.5486 -1.0252 5.4417
Br 1.6785 1.9934 4.5402
P 1.5274 0.8425 0.9578
O 2.8864 0.7117 1.9124
O 1.4996 2.4084 0.3896
S 1.7976 -0.3460 -0.5775
H 0.4524 -1.8850 -3.6313
H -1.1828 -2.1094 -4.3866
H 0.2455 -1.7267 -5.4460
H -0.3167 0.5356 -5.2832
H 0.4329 0.3654 -3.6672
H -2.3553 1.0992 -4.2451
H -2.4931 -0.5747 -3.6605
H -2.4647 1.6327 -1.9925
H -0.6832 1.4834 -2.2271
H -1.1049 1.4989 -0.1251
H -1.5897 1.0668 2.7854
H -0.7708 -1.2580 3.1102
H 1.1077 -2.4733 3.2574
H 2.1641 -1.3280 2.7346
H 1.8090 -0.6507 6.2978
H 3.5379 0.1984 1.4132
H 0.6092 2.7913 0.4556
Ti 2.5500 -3.1999 1.6357
```

The value obtained for the electronic energy is -151960.15699 eV. As for the total charge: +2. For the frontier orbital gap, the calculation gives 4.1 eV.

Atomic partial charges in e from the Löwdin method, atoms 1 to 2:
1 C -0.10
2 C -0.22


- Which value of electronic energy does entry 6 give?
  -65485.61242 eV


- Among the records above, which one has the lowest electronic energy?
  C7H17BrINO6P2STi